{
  "formula": "C46H33AlBrF4N3P2",
  "method": "wB97M-V/def2-TZVPD",
  "homo_lumo_gap_ha": 0.24709,
  "total_charge": 2,
  "e_lumo_ev": -6.655,
  "species": ["Al", "C", "C", "C", "C", "N", "C", "C", "C", "C", "C", "C", "N", "H", "H", "H", "H", "H", "H", "H", "H", "F", "C", "C", "F", "C", "F", "C", "P", "C", "C", "C", "C", "C", "C", "C", "C", "C", "C", "C", "C", "C", "Br", "C", "F", "H", "H", "H", "H", "H", "H", "H", "H", "H", "H", "N", "P", "C", "C", "C", "C", "C", "C", "C", "C", "C", "C", "C", "C", "C", "C", "C", "C", "C", "C", "H", "H", "H", "H", "H", "H", "H", "H", "H", "H", "H", "H", "H", "H", "H"],
  "coordinates": [[4.07, -17.24, 11.89], [2.31, -14.77, 14.83], [2.39, -13.53, 14.23], [2.91, -13.41, 12.93], [3.37, -14.53, 12.31], [3.29, -15.78, 12.87], [2.77, -15.86, 14.12], [3.83, -14.60, 10.93], [3.99, -13.53, 10.06], [4.41, -13.81, 8.78], [4.61, -15.13, 8.37], [4.50, -16.11, 9.31], [4.15, -15.87, 10.55], [1.84, -14.89, 15.79], [2.03, -12.67, 14.76], [2.96, -12.38, 12.59], [2.58, -16.89, 14.51], [3.90, -12.50, 10.36], [4.55, -12.97, 8.13], [4.84, -15.42, 7.34], [4.70, -17.18, 9.14], [-0.98, -16.56, 6.84], [-0.24, -17.18, 7.70], [0.82, -17.99, 7.24], [1.00, -18.18, 5.96], [1.71, -18.49, 8.16], [2.65, -19.29, 7.64], [1.53, -18.26, 9.52], [2.74, -18.97, 10.73], [1.85, -19.92, 11.95], [2.54, -20.08, 13.12], [2.00, -20.80, 14.21], [0.73, -21.35, 14.08], [0.04, -21.19, 12.89], [0.58, -20.46, 11.85], [3.81, -20.19, 9.82], [3.20, -21.43, 9.58], [3.86, -22.38, 8.76], [5.14, -22.14, 8.32], [5.70, -20.88, 8.49], [5.04, -19.90, 9.24], [0.44, -17.47, 9.95], [0.20, -17.07, 11.81], [-0.43, -16.96, 9.06], [-1.47, -16.19, 9.44], [3.57, -19.69, 13.24], [2.58, -20.91, 15.10], [0.37, -22.06, 14.79], [-0.95, -21.67, 12.77], [0.03, -20.24, 10.93], [2.15, -21.70, 9.94], [3.36, -23.32, 8.58], [5.59, -22.86, 7.79], [6.68, -20.64, 8.08], [5.52, -18.99, 9.41], [5.48, -17.97, 12.54], [7.02, -17.79, 12.71], [7.54, -17.43, 14.44], [6.65, -17.64, 15.52], [7.05, -17.31, 16.79], [8.25, -16.70, 17.04], [9.13, -16.44, 15.96], [8.77, -16.88, 14.70], [7.64, -16.40, 11.75], [7.59, -15.12, 12.27], [7.93, -14.01, 11.48], [8.35, -14.23, 10.20], [8.40, -15.53, 9.66], [8.05, -16.62, 10.40], [7.95, -19.25, 12.11], [7.32, -20.42, 11.68], [8.09, -21.53, 11.33], [9.50, -21.51, 11.43], [10.09, -20.31, 11.72], [9.33, -19.16, 11.99], [5.66, -18.07, 15.34], [6.40, -17.38, 17.66], [8.50, -16.27, 18.02], [10.11, -15.97, 16.21], [9.44, -16.62, 13.85], [7.39, -14.95, 13.34], [7.97, -13.05, 11.92], [8.56, -13.39, 9.53], [8.79, -15.67, 8.65], [7.97, -17.65, 9.99], [6.24, -20.55, 11.77], [7.54, -22.42, 11.03], [10.13, -22.40, 11.15], [11.15, -20.20, 11.64], [9.88, -18.19, 12.14]]
}

{
  "formula": "C30H44AsBr2CsN6OSi2",
  "method": "wB97M-V/def2-TZVPD",
  "homo_lumo_gap_ha": 0.18164,
  "total_charge": -2,
  "e_lumo_ev": 3.859,
  "species": ["Cs", "C", "C", "C", "C", "C", "N", "C", "C", "C", "C", "C", "C", "C", "N", "C", "C", "C", "N", "C", "C", "N", "C", "C", "C", "N", "H", "H", "H", "H", "H", "H", "H", "H", "H", "H", "H", "H", "H", "H", "H", "H", "H", "H", "Br", "C", "Br", "H", "H", "N", "C", "O", "C", "C", "H", "H", "H", "H", "H", "H", "C", "Si", "C", "C", "As", "Si", "C", "C", "C", "H", "H", "H", "H", "H", "H", "H", "H", "H", "H", "H", "H", "H", "H", "H", "H", "H", "H"],
  "coordinates": [[-0.41, -1.27, -0.19], [6.61, 2.50, 1.01], [5.48, 2.09, 0.10], [5.71, 1.46, -1.12], [4.67, 1.00, -1.90], [3.31, 1.13, -1.52], [2.32, 0.52, -2.22], [2.24, 0.64, -3.55], [2.53, 1.84, -4.25], [2.29, 2.00, -5.60], [1.76, 0.98, -6.38], [1.42, 1.17, -7.83], [1.53, -0.23, -5.74], [1.79, -0.42, -4.39], [1.75, -1.78, -3.93], [2.44, -2.79, -4.50], [2.16, -3.93, -3.77], [1.30, -3.49, -2.76], [1.05, -2.19, -2.87], [3.10, 1.87, -0.33], [4.16, 2.28, 0.47], [1.80, 2.33, 0.04], [1.49, 3.58, 0.47], [0.13, 3.62, 0.64], [-0.31, 2.34, 0.27], [0.70, 1.57, -0.09], [7.54, 2.63, 0.44], [6.40, 3.45, 1.51], [6.80, 1.76, 1.79], [6.74, 1.31, -1.46], [4.88, 0.49, -2.83], [2.92, 2.67, -3.67], [2.50, 2.97, -6.06], [1.89, 2.08, -8.23], [1.76, 0.33, -8.45], [0.34, 1.27, -8.00], [1.16, -1.08, -6.31], [3.08, -2.61, -5.34], [2.55, -4.92, -3.94], [0.84, -4.04, -1.95], [3.93, 2.79, 1.40], [2.26, 4.33, 0.59], [-0.46, 4.46, 0.97], [-1.31, 1.93, 0.23], [-1.62, -3.09, 2.64], [-1.15, -5.09, 2.48], [0.19, -5.35, 1.11], [-2.02, -5.65, 2.17], [-0.72, -5.47, 3.40], [-5.05, -0.62, -1.39], [-3.81, -1.38, -1.14], [-2.97, -0.76, -0.34], [-3.99, -2.88, -1.10], [-3.31, -2.23, -2.31], [-4.75, 0.35, -1.35], [-5.37, -0.78, -2.34], [-4.99, -3.29, -1.25], [-3.35, -3.45, -0.43], [-3.86, -2.20, -3.25], [-2.24, -2.38, -2.42], [-0.84, -1.06, 5.94], [-0.67, 0.15, 4.47], [1.15, 0.00, 3.93], [-0.85, 1.90, 5.20], [-1.93, -0.23, 2.59], [-4.05, 0.18, 3.36], [-4.52, 2.03, 3.27], [-4.41, -0.30, 5.18], [-5.24, -0.80, 2.26], [-0.14, -0.81, 6.74], [-0.63, -2.08, 5.60], [-1.85, -1.04, 6.35], [1.85, 0.24, 4.74], [1.35, 0.68, 3.09], [1.36, -1.01, 3.59], [-0.12, 2.11, 5.99], [-1.85, 2.05, 5.62], [-0.71, 2.63, 4.40], [-3.92, 2.60, 3.98], [-5.58, 2.20, 3.48], [-4.30, 2.40, 2.26], [-3.86, 0.33, 5.89], [-4.13, -1.34, 5.35], [-5.48, -0.19, 5.39], [-5.96, -0.17, 1.74], [-5.80, -1.54, 2.85], [-4.66, -1.31, 1.49]]
}

{
  "formula": "C4H7FOS",
  "method": "wB97M-V/def2-TZVPD",
  "smiles": "C=C(C)[S@@](=C)(=O)F",
  "homo_lumo_gap_ha": [0.33380, 0.33377],
  "e_lumo_ev": [0.227, 0.227],
  "species": ["C", "C", "C", "C", "O", "F", "S", "H", "H", "H", "H", "H", "H", "H"],
  "coordinates": [[0.46, 1.47, 0.83], [0.09, 0.23, 0.46], [0.99, -1.00, 0.58], [-2.07, -0.08, -1.45], [-1.59, -1.76, 0.65], [-2.52, 0.57, 1.26], [-1.59, -0.40, 0.16], [-0.07, 2.38, 0.71], [1.46, 1.56, 1.16], [1.45, -0.90, 1.50], [1.63, -0.83, -0.19], [0.39, -1.86, 0.48], [-2.90, -0.70, -1.90], [-1.92, 0.95, -1.50]]
}

{
  "formula": "C25H34N4O2S",
  "method": "wB97M-V/def2-TZVPD",
  "smiles": "C[C@@H](NC(=O)C(=O)N1CCCCC1)[C@@H](c1cccs1)N1CCN(Cc2ccccc2)CC1",
  "homo_lumo_gap_ha": 0.31932,
  "e_lumo_ev": 0.629,
  "species": ["C", "C", "N", "C", "O", "C", "O", "N", "C", "H", "C", "C", "C", "C", "H", "H", "H", "H", "H", "H", "H", "H", "H", "H", "H", "C", "C", "C", "C", "C", "S", "H", "H", "H", "N", "C", "C", "N", "C", "C", "H", "H", "H", "H", "C", "C", "C", "C", "C", "C", "C", "H", "H", "H", "H", "H", "H", "H", "H", "H", "H", "H", "H", "H", "H", "H"],
  "coordinates": [[3.88, 2.39, -0.93], [2.84, 1.63, -0.33], [1.58, 2.26, -0.78], [0.56, 2.66, 0.05], [0.71, 2.67, 1.12], [-0.83, 2.91, -0.66], [-0.80, 2.83, -1.77], [-1.94, 3.28, -0.18], [-2.19, 3.25, 1.27], [-1.14, 3.16, 1.88], [-3.05, 2.21, 1.75], [-4.41, 2.15, 0.86], [-4.02, 1.97, -0.65], [-3.13, 3.45, -0.78], [-2.90, 3.40, -2.01], [-3.73, 4.25, -0.40], [-4.94, 2.09, -1.03], [-3.57, 1.20, -0.80], [-4.79, 1.26, 1.12], [-4.92, 2.96, 1.41], [-3.22, 2.00, 2.72], [-2.55, 1.20, 1.63], [-2.68, 4.26, 1.70], [1.10, 2.20, -1.56], [2.73, 1.96, 0.51], [2.84, 0.14, -0.66], [4.03, -0.67, -0.11], [4.74, -0.06, 1.01], [5.74, -1.11, 1.35], [6.00, -2.01, 0.31], [4.76, -1.70, -1.01], [6.68, -2.76, 0.00], [6.50, -0.96, 2.11], [4.41, 0.43, 1.71], [1.62, -0.77, -0.20], [1.31, -0.39, 1.23], [0.46, -1.80, 1.40], [-0.75, -1.87, 0.99], [-0.35, -1.94, -0.65], [0.36, -0.62, -0.95], [0.86, -0.90, -1.93], [-0.31, 0.21, -0.68], [-1.33, -2.10, -1.26], [0.24, -3.03, -0.81], [-1.71, -2.94, 1.04], [-2.74, -3.05, 0.33], [-3.56, -1.92, 0.32], [-4.70, -1.92, -0.38], [-5.28, -2.82, -1.15], [-4.71, -4.02, -0.93], [-3.36, -4.07, -0.34], [-2.79, -5.00, -0.29], [-4.76, -4.91, -1.56], [-6.18, -2.96, -1.49], [-5.28, -0.92, -0.36], [-3.21, -0.83, 0.98], [-1.84, -2.96, 2.11], [-1.18, -3.97, 1.01], [0.14, -1.62, 2.63], [1.20, -2.73, 1.76], [2.24, -0.65, 1.71], [0.74, 0.31, 1.49], [2.83, 0.02, -1.81], [4.64, 1.98, -0.57], [3.78, 2.17, -2.05], [3.81, 3.37, -0.73]]
}

Quick rundown of calculated total energy, same order as above: -5835.21433, -9556.28963, -729.74534, -1739.92690 Ha
Quick rundown of max |F|, same order as above: 3.65, 0.94, 4.21, 17.58 eV Å⁻¹
Quick rundown of ΔE to the lowest compared entry with this formula, charge and spin, same order as above: 0.0, 110.2, 362.0, 2282.9 kJ/mol